Record 1
ORCA calculation (ωB97M-V/def2-TZVPD) on a structure of composition C50H43Br5F6KN5O3SSb2.

Properties
E_LUMO = 0.1127 Ha
HOMO-LUMO gap = 3.57 eV

Geometry as ORCA input:
```
! RIJCOSX wB97M-V def2-TZVPD def2/J DEFGRID3
* xyz -2 1
K -1.67 -0.78 -0.34
C -2.43 2.07 -4.54
C -1.64 1.50 -3.39
N -1.87 1.82 -2.18
N -2.83 2.74 -1.93
C -3.23 3.04 -0.67
N -4.09 4.13 -0.65
S -2.85 2.22 0.70
C -0.51 0.57 -3.62
C -0.40 -0.22 -4.76
C 0.64 -1.12 -4.86
C 1.55 -1.22 -3.82
C 1.38 -0.38 -2.73
N 0.40 0.51 -2.65
H -2.33 3.16 -4.56
H -3.49 1.82 -4.44
H -2.07 1.70 -5.49
H -3.28 3.24 -2.69
H -3.81 4.92 -1.22
H -4.29 4.39 0.30
H -1.16 -0.18 -5.53
H 0.72 -1.77 -5.72
H 2.35 -1.95 -3.82
H 2.07 -0.43 -1.89
Br -1.28 -6.47 -4.69
C -0.64 -5.43 -3.24
C 0.21 -5.99 -2.29
Br 0.71 -7.82 -2.43
C 0.69 -5.18 -1.24
Br 1.66 -6.04 0.16
C 0.40 -3.83 -1.16
O 0.88 -2.95 -0.25
C -0.56 -3.24 -2.07
O -0.94 -2.05 -1.96
C -1.03 -4.10 -3.10
Br -2.31 -3.35 -4.28
C 1.59 1.08 2.46
C 1.92 2.06 1.33
C 0.85 2.10 0.24
Sb 1.05 3.73 -1.14
C 3.21 3.61 -1.26
C 3.74 2.86 -2.31
C 5.11 2.62 -2.40
C 5.97 3.15 -1.45
C 5.45 3.91 -0.41
C 4.08 4.14 -0.32
C 0.99 5.29 0.39
C 1.65 6.51 0.23
C 1.49 7.54 1.14
C 0.66 7.37 2.24
C -0.01 6.17 2.42
C 0.15 5.14 1.50
Sb 0.81 -0.95 1.97
C 1.55 -1.54 3.94
C 2.46 -2.58 4.10
C 2.94 -2.94 5.36
C 2.51 -2.25 6.49
C 1.60 -1.21 6.35
C 1.12 -0.87 5.09
C 2.52 -1.60 0.88
C 2.33 -2.87 0.09
C 3.21 -2.91 -1.12
C 4.32 -2.12 -1.21
C 4.65 -1.14 -0.25
C 3.68 -0.87 0.74
H 0.80 1.52 3.08
H 2.47 0.94 3.10
H 2.87 1.79 0.88
H 2.03 3.06 1.76
H -0.15 2.17 0.67
H 0.89 1.19 -0.37
H 3.08 2.43 -3.06
H 5.50 2.01 -3.21
H 7.03 2.95 -1.50
H 6.12 4.32 0.34
H 3.70 4.72 0.51
H 2.30 6.65 -0.63
H 2.01 8.48 1.00
H 0.53 8.18 2.96
H -0.66 6.02 3.28
H -0.38 4.20 1.65
H 2.82 -3.12 3.22
H 3.65 -3.75 5.46
H 2.89 -2.51 7.47
H 1.26 -0.67 7.22
H 0.39 -0.07 4.99
H 2.51 -3.73 0.75
H 2.98 -3.64 -1.89
H 4.97 -2.24 -2.08
H 5.55 -0.55 -0.33
H 3.85 -0.02 1.39
Br -6.09 -4.06 -2.08
C -5.92 -2.28 -1.48
C -6.86 -1.74 -0.62
C -6.69 -0.43 -0.20
C -5.60 0.28 -0.69
N -4.71 -0.23 -1.52
C -4.86 -1.51 -1.90
H -7.69 -2.34 -0.26
H -7.38 0.03 0.49
H -5.44 1.31 -0.39
H -4.10 -1.91 -2.56
C -1.69 -4.05 2.65
C -2.63 -2.89 2.24
O -2.17 -2.09 1.28
C -3.98 -3.54 1.79
F -4.58 -4.32 2.74
F -3.77 -4.35 0.73
F -4.91 -2.64 1.41
C -2.95 -2.07 3.54
F -1.86 -1.39 3.95
F -3.92 -1.14 3.36
F -3.34 -2.82 4.60
H -1.42 -4.59 1.74
H -2.16 -4.73 3.36
H -0.79 -3.62 3.09
*
```

Löwdin population analysis, charges in e, atoms 1 to 5: 0.570, -0.021, -0.263, 0.087, -0.022

---

Record 2
ORCA calculation (ωB97M-V/def2-TZVPD) on a structure of composition C50H44AsBN10O7PRbS3.

Properties
E_LUMO = 0.1270 Ha
HOMO-LUMO gap = 6.93 eV

Geometry as ORCA input:
```
! RIJCOSX wB97M-V def2-TZVPD def2/J DEFGRID3
* xyz -2 1
Rb 0.11 -0.44 -1.37
S 3.07 -7.18 1.87
C 3.66 -8.38 0.69
C 3.44 -7.91 -0.60
C 2.67 -6.76 -0.68
C 2.41 -6.29 0.58
C 1.63 -5.10 0.89
C 0.78 -4.41 -0.05
N 0.08 -3.37 0.30
C -0.06 -3.04 1.60
C 0.57 -3.74 2.62
C 0.27 -3.53 3.97
C -0.59 -2.56 4.35
C -1.27 -1.75 3.38
C -2.14 -0.68 3.71
C -2.68 0.08 2.75
C -2.39 -0.31 1.37
N -1.63 -1.31 1.04
C -1.02 -2.02 2.00
C -3.57 1.21 2.99
C -3.49 2.09 4.07
C -4.34 3.22 3.95
C -5.06 3.20 2.79
S -4.67 1.84 1.81
C 1.49 -4.69 2.20
H 4.33 -9.13 0.96
H 3.69 -8.47 -1.48
H 2.48 -6.15 -1.55
H 0.82 -4.68 -1.10
H 0.63 -4.23 4.76
H -0.75 -2.43 5.38
H -2.27 -0.47 4.76
H -2.76 0.34 0.58
H -2.71 2.09 4.83
H -4.28 3.99 4.72
H -5.79 4.05 2.51
H 2.21 -5.09 2.92
N -1.32 3.39 1.98
P -1.46 2.97 0.24
C 0.08 3.58 -0.53
C 0.17 3.26 -1.93
C 1.28 3.84 -2.62
C 2.21 4.56 -1.99
C 2.13 4.79 -0.62
C 1.09 4.25 0.14
C -2.66 4.26 -0.28
C -3.72 3.75 -1.01
C -4.70 4.72 -1.42
C -4.64 5.99 -1.06
C -3.54 6.52 -0.34
C -2.56 5.61 0.02
C -0.19 2.84 2.66
C 0.14 3.30 3.92
C 0.94 2.49 4.71
C 1.54 1.35 4.16
C 1.23 1.03 2.83
N 0.48 1.86 2.05
H -1.66 4.34 2.16
H -0.68 2.70 -2.27
H 1.39 3.69 -3.66
H 3.14 5.07 -2.48
H 2.85 5.35 -0.02
H 1.09 4.32 1.21
H -3.80 2.77 -1.44
H -5.50 4.42 -2.03
H -5.44 6.64 -1.32
H -3.39 7.50 -0.01
H -1.74 5.97 0.73
H -0.37 4.13 4.35
H 0.98 2.66 5.83
H 2.13 0.77 4.79
H 1.73 0.12 2.31
O -3.70 -1.33 -2.34
As -3.78 0.39 -2.73
O -5.28 0.93 -2.31
O -2.39 0.99 -2.05
C -3.57 0.70 -4.70
C -4.72 1.11 -5.43
C -4.59 1.42 -6.76
C -3.37 1.47 -7.40
C -2.23 1.05 -6.69
C -2.34 0.57 -5.37
S -0.83 -0.11 -4.68
O -1.37 -1.19 -3.84
O -0.03 -0.57 -5.82
O -0.17 0.96 -3.97
H -2.76 -1.42 -2.37
H -5.65 1.05 -4.89
H -5.48 1.55 -7.34
H -3.39 1.61 -8.43
H -1.37 0.81 -7.28
B 3.28 -1.88 0.91
N 3.95 -2.47 2.14
C 4.82 -3.51 2.19
C 5.19 -3.74 3.51
C 4.48 -2.78 4.20
N 3.77 -1.99 3.38
N 4.07 -0.50 0.48
C 4.99 0.14 1.22
C 5.17 1.36 0.64
C 4.36 1.40 -0.46
N 3.66 0.21 -0.60
H 3.12 -2.60 -0.02
H 2.17 -1.54 1.30
H 5.20 -4.01 1.33
H 5.82 -4.57 3.79
H 4.56 -2.42 5.19
H 5.50 -0.37 2.12
H 5.98 2.03 0.79
H 4.32 2.17 -1.27
N 2.18 -2.60 -3.12
C 1.86 -3.85 -3.57
N 0.66 -3.98 -4.19
O 2.56 -4.83 -3.41
H 1.85 -1.79 -3.61
H 3.02 -2.53 -2.56
H -0.03 -3.24 -4.18
H 0.42 -4.93 -4.36
*
```

Löwdin population analysis, charges in e, atoms 1 to 5: 0.661, 1.037, -0.362, -0.192, -0.095

---

Record 3
ORCA calculation (ωB97M-V/def2-TZVPD) on a cluster of 8 separate species, C50H44NO17PS2 in total.

Properties
SMILES = NCCCCC[C@@]1(S)OC(=O)O[C@H]1[PH2]=S.O=C1C=CC(=O)C=C1.O=C1C=CC(=O)C=C1.O=C1C=CC(=O)C=C1.O=C1C=CC(=O)C=C1.O=C1C=CC(=O)C=C1.O=C1C=CC(=O)C=C1.O=C1C=CC(=O)C=C1
E_LUMO = -0.0564 Ha
HOMO-LUMO gap = 7.83 eV

Geometry as ORCA input:
```
! RIJCOSX wB97M-V def2-TZVPD def2/J DEFGRID3
* xyz 0 1
N -0.37 -3.77 -2.62
C 0.40 -4.81 -3.27
C -0.39 -5.96 -3.88
C -1.24 -6.76 -2.91
C -2.62 -7.15 -3.46
C -3.77 -7.11 -2.46
C -4.43 -5.78 -2.20
S -5.95 -6.11 -1.15
O -3.64 -4.91 -1.44
C -3.51 -3.71 -2.04
O -3.01 -2.70 -1.50
O -3.95 -3.79 -3.32
C -4.84 -4.88 -3.39
P -5.06 -5.54 -5.09
S -3.66 -5.08 -6.36
H -0.97 -4.16 -1.91
H -0.98 -3.33 -3.30
H 1.11 -5.20 -2.56
H 0.96 -4.34 -4.06
H -0.98 -5.56 -4.70
H 0.34 -6.63 -4.33
H -1.34 -6.27 -1.95
H -0.71 -7.68 -2.71
H -2.56 -8.18 -3.79
H -2.82 -6.57 -4.34
H -3.38 -7.45 -1.51
H -4.53 -7.83 -2.72
H -6.53 -6.98 -1.98
H -5.82 -4.51 -3.14
H -5.32 -6.91 -4.94
H -6.27 -4.96 -5.47
C -4.66 1.45 2.38
C -3.40 1.11 2.59
C -2.65 0.31 1.59
O -1.49 -0.01 1.79
C -3.34 -0.09 0.35
C -4.61 0.26 0.14
C -5.37 1.05 1.13
O -6.52 1.37 0.94
H -5.23 2.04 3.09
H -2.87 1.39 3.49
H -2.77 -0.67 -0.36
H -5.14 -0.02 -0.76
C 0.59 2.21 1.16
C 0.70 1.97 -0.14
C 1.32 2.97 -1.05
O 1.42 2.75 -2.24
C 1.82 4.23 -0.45
C 1.69 4.48 0.85
C 1.06 3.49 1.75
O 0.95 3.69 2.95
H 0.14 1.50 1.84
H 0.35 1.05 -0.59
H 2.28 4.93 -1.13
H 2.05 5.39 1.30
C -0.51 1.96 6.99
C 0.76 1.63 7.19
C 1.49 0.80 6.19
O 2.65 0.49 6.36
C 0.76 0.37 4.97
C -0.50 0.71 4.77
C -1.23 1.53 5.77
O -2.39 1.85 5.59
H -1.07 2.56 7.69
H 1.32 1.93 8.06
H 1.33 -0.22 4.25
H -1.05 0.43 3.88
C -3.11 -2.53 -11.58
C -2.10 -1.66 -11.51
C -1.19 -1.64 -10.34
O -0.27 -0.85 -10.28
C -1.43 -2.63 -9.26
C -2.44 -3.50 -9.33
C -3.35 -3.52 -10.50
O -4.27 -4.31 -10.57
H -3.79 -2.56 -12.42
H -1.91 -0.94 -12.29
H -0.75 -2.59 -8.42
H -2.63 -4.22 -8.55
C 0.63 5.71 6.60
C 1.16 6.82 6.11
C 1.99 7.72 6.95
O 2.47 8.74 6.51
C 2.22 7.32 8.37
C 1.69 6.20 8.86
C 0.85 5.31 8.02
O 0.36 4.30 8.46
H 0.02 5.04 6.00
H 1.02 7.13 5.08
H 2.83 7.99 8.96
H 1.84 5.89 9.88
C 4.18 4.01 3.65
C 4.26 3.51 4.88
C 5.08 4.18 5.92
O 5.16 3.73 7.05
C 5.80 5.42 5.54
C 5.71 5.92 4.31
C 4.89 5.26 3.27
O 4.79 5.72 2.16
H 3.59 3.54 2.88
H 3.75 2.61 5.18
H 6.39 5.89 6.32
H 6.22 6.83 4.02
C 6.82 0.40 -0.38
C 6.27 1.57 -0.08
C 5.09 2.09 -0.82
O 4.60 3.16 -0.53
C 4.56 1.25 -1.93
C 5.11 0.08 -2.23
C 6.29 -0.44 -1.48
O 6.79 -1.51 -1.76
H 7.68 0.00 0.15
H 6.64 2.20 0.72
H 3.71 1.64 -2.46
H 4.74 -0.55 -3.03
*
```

Löwdin population analysis, charges in e, atoms 1 to 5: 0.022, -0.286, -0.197, -0.176, -0.186

---

Record 4
ORCA calculation (ωB97M-V/def2-TZVPD) on a structure of composition C50H45ClInN7O10S.

Properties
E_LUMO = -0.0412 Ha
HOMO-LUMO gap = 7.14 eV

Geometry as ORCA input:
```
! RIJCOSX wB97M-V def2-TZVPD def2/J DEFGRID3
* xyz 0 1
In -0.57 -0.02 0.69
O 2.60 0.35 3.54
C 1.52 0.57 3.00
O 1.15 -0.05 1.92
C 0.58 1.56 3.66
C 1.00 2.09 4.86
C 0.20 2.95 5.60
C -1.07 3.28 5.16
C -1.49 2.80 3.94
C -0.69 1.94 3.12
O -1.16 1.55 1.99
N -2.84 3.16 3.53
O -3.67 3.30 4.42
O -3.10 3.31 2.35
N 0.69 3.52 6.84
O 1.79 3.16 7.24
O -0.02 4.32 7.42
H 1.98 1.82 5.23
H -1.71 3.91 5.75
O -7.41 -3.09 3.62
N -7.09 -2.31 2.75
O -7.87 -1.83 1.96
C -5.66 -1.95 2.66
C -4.86 -2.52 3.58
C -3.46 -2.28 3.60
C -2.63 -2.82 4.60
C -1.31 -2.51 4.60
C -0.81 -1.70 3.57
N -1.55 -1.21 2.60
C -2.88 -1.48 2.61
C -3.73 -0.86 1.61
N -3.14 -0.08 0.69
C -3.88 0.54 -0.19
C -5.27 0.45 -0.22
C -5.90 -0.36 0.70
C -5.13 -1.06 1.65
H -5.30 -3.16 4.33
H -3.06 -3.45 5.36
H -0.64 -2.88 5.37
H 0.23 -1.40 3.58
H -3.36 1.15 -0.92
H -5.84 1.00 -0.95
H -6.97 -0.45 0.69
C 5.47 -0.45 -3.81
C 4.27 0.47 -4.06
C 3.56 0.00 -5.34
C 4.78 1.91 -4.27
C 3.30 0.47 -2.89
C 3.57 -0.15 -1.68
C 2.62 -0.12 -0.67
N 1.44 0.48 -0.81
C 1.19 1.14 -1.94
C 2.08 1.14 -3.00
C -0.06 1.96 -1.92
C -0.45 2.76 -2.99
C -1.54 3.62 -2.87
C -2.15 3.68 -1.62
C -1.72 2.84 -0.60
N -0.73 1.96 -0.77
C -2.10 4.40 -4.04
C -2.36 5.86 -3.64
C -3.42 3.73 -4.45
C -1.16 4.40 -5.25
H 6.10 -0.47 -4.70
H 5.15 -1.47 -3.60
H 6.08 -0.09 -2.98
H 4.28 -0.07 -6.16
H 2.77 0.69 -5.65
H 3.12 -0.99 -5.19
H 5.51 1.94 -5.08
H 5.26 2.28 -3.36
H 3.96 2.59 -4.52
H 4.51 -0.64 -1.49
H 2.79 -0.59 0.29
H 1.85 1.67 -3.91
H 0.10 2.72 -3.91
H -2.98 4.35 -1.42
H -2.18 2.86 0.38
H -3.14 5.94 -2.88
H -2.67 6.44 -4.51
H -1.45 6.32 -3.23
H -4.12 3.71 -3.61
H -3.24 2.70 -4.77
H -3.88 4.27 -5.28
H -0.19 4.86 -5.01
H -1.61 4.99 -6.05
H -0.99 3.40 -5.64
Cl -1.81 -2.91 -0.36
C -0.97 -1.44 -0.95
H -1.64 -0.98 -1.68
H -0.06 -1.77 -1.45
O 0.43 -3.56 2.21
S 1.23 -2.95 1.11
C 1.35 -4.25 -0.13
C 0.91 -5.51 0.21
C 0.93 -6.52 -0.75
C 1.37 -6.25 -2.04
C 1.81 -4.97 -2.37
C 1.79 -3.97 -1.42
C 2.94 -3.04 1.71
C 4.03 -2.93 0.86
C 5.31 -2.96 1.40
C 5.49 -3.07 2.77
C 4.39 -3.17 3.61
C 3.11 -3.15 3.08
H 0.54 -5.68 1.21
H 0.59 -7.51 -0.49
H 1.37 -7.03 -2.79
H 2.14 -4.76 -3.38
H 2.11 -2.96 -1.68
H 3.90 -2.85 -0.21
H 6.17 -2.89 0.74
H 6.49 -3.09 3.18
H 4.53 -3.24 4.68
H 2.24 -3.24 3.71
*
```

Löwdin population analysis, charges in e, atoms 1 to 5: 0.798, 0.062, -0.569, -0.157, -0.031

---

Q: Among the records above, which one has the highest E_LUMO?
A: C50H44AsBN10O7PRbS3